Entry 1:
{
  "formula": "C39H70O33",
  "method": "the ωB97M-V functional and the def2-TZVPD basis",
  "homo_energy_ev": [0.3, -8.7],
  "e_above_lowest_kj_mol": 0.0,
  "s_squared": 0.75,
  "charge": -1,
  "spin_multiplicity": 2,
  "species": ["C", "C", "O", "C", "O", "O", "H", "H", "H", "H", "C", "C", "O", "C", "O", "O", "H", "H", "H", "H", "C", "C", "C", "O", "C", "O", "O", "H", "H", "H", "H", "H", "H", "C", "C", "C", "O", "C", "O", "O", "H", "H", "H", "H", "H", "H", "C", "O", "C", "O", "O", "C", "H", "H", "H", "H", "H", "H", "C", "O", "C", "O", "O", "C", "H", "H", "H", "H", "H", "H", "C", "O", "C", "O", "O", "C", "H", "H", "H", "H", "H", "H", "C", "C", "O", "C", "O", "O", "C", "H", "H", "H", "H", "H", "H", "H", "H", "C", "C", "O", "C", "O", "O", "C", "H", "H", "H", "H", "H", "H", "H", "H", "C", "C", "O", "C", "O", "O", "C", "H", "H", "H", "H", "H", "H", "H", "H", "C", "C", "O", "C", "O", "O", "C", "H", "H", "H", "H", "H", "H", "H", "H"],
  "xyz": [[1.810, 4.197, -1.776], [2.583, 5.422, -2.247], [3.763, 5.362, -1.514], [3.688, 4.540, -0.483], [4.558, 4.325, 0.274], [2.472, 3.910, -0.546], [1.750, 3.331, -2.435], [0.849, 4.605, -1.460], [2.041, 6.361, -2.132], [2.828, 5.356, -3.307], [-2.355, 4.588, -0.601], [-3.443, 3.919, -1.470], [-4.585, 4.716, -1.057], [-4.184, 5.902, -0.574], [-4.820, 6.987, -0.418], [-2.889, 5.802, -0.235], [-1.311, 4.567, -0.914], [-2.254, 4.064, 0.350], [-3.634, 2.873, -1.229], [-3.378, 4.100, -2.543], [-1.263, 2.607, -7.570], [-0.951, 3.532, -6.415], [-0.200, 2.916, -5.201], [0.616, 3.969, -4.759], [0.852, 4.789, -5.737], [1.718, 5.647, -5.754], [0.006, 4.493, -6.800], [-1.698, 3.184, -8.386], [-2.034, 1.905, -7.250], [-0.426, 1.993, -7.902], [-1.800, 4.132, -6.089], [0.449, 2.107, -5.536], [-0.966, 2.385, -4.635], [2.122, -0.252, 0.341], [0.821, -0.120, -0.451], [-0.428, 0.177, 0.393], [-0.883, 1.329, -0.246], [-0.281, 1.526, -1.382], [-0.584, 2.384, -2.165], [0.781, 0.772, -1.560], [2.904, -0.800, -0.184], [2.009, -0.877, 1.227], [2.603, 0.695, 0.586], [0.556, -1.046, -0.961], [-0.168, 0.337, 1.439], [-1.096, -0.683, 0.339], [-1.566, -5.229, -3.642], [-0.379, -5.501, -2.883], [-0.009, -4.660, -1.885], [-0.714, -3.796, -1.385], [1.180, -5.070, -1.401], [1.602, -4.463, -0.184], [-1.935, -4.207, -3.730], [-2.380, -5.756, -3.144], [-1.395, -5.714, -4.603], [1.316, -4.969, 0.738], [1.230, -3.457, 0.008], [2.689, -4.405, -0.241], [-3.106, 3.426, 3.349], [-1.806, 3.913, 3.108], [-0.782, 3.083, 3.388], [-0.781, 1.888, 3.647], [0.308, 3.758, 3.448], [1.621, 3.155, 3.738], [-3.584, 4.157, 4.001], [-3.312, 2.394, 3.634], [-3.760, 3.378, 2.478], [2.273, 3.799, 4.328], [2.246, 2.852, 2.898], [1.419, 2.269, 4.340], [5.476, 2.339, 2.370], [5.924, 1.003, 2.764], [5.046, -0.014, 2.927], [3.831, 0.050, 2.907], [5.767, -1.194, 3.099], [5.052, -2.404, 3.083], [6.263, 3.057, 2.600], [4.572, 2.464, 2.965], [5.334, 2.318, 1.289], [4.563, -2.580, 2.125], [4.230, -2.295, 3.790], [5.608, -3.321, 3.279], [-2.094, -2.344, 5.244], [-1.620, -3.779, 4.940], [-2.348, -4.310, 3.781], [-2.134, -3.838, 2.512], [-1.341, -2.968, 2.172], [-3.037, -4.467, 1.750], [-2.982, -4.658, 0.404], [-3.148, -2.315, 5.519], [-1.920, -1.592, 4.474], [-1.517, -2.116, 6.141], [-1.935, -4.448, 5.741], [-0.562, -3.791, 4.676], [-2.767, -3.658, 0.028], [-4.006, -4.870, 0.098], [-2.311, -5.466, 0.110], [1.963, 0.022, -4.558], [1.668, -0.280, -6.041], [2.237, 0.641, -6.979], [2.414, 0.316, -8.261], [2.208, -0.784, -8.833], [3.043, 1.235, -8.869], [3.526, 1.110, -10.166], [1.223, -0.238, -3.802], [2.054, 1.104, -4.463], [2.993, -0.206, -4.283], [0.603, -0.189, -6.255], [2.000, -1.291, -6.280], [4.299, 0.360, -10.332], [3.994, 2.053, -10.448], [2.722, 0.990, -10.893], [2.712, -5.687, 7.603], [2.523, -4.153, 7.633], [2.139, -3.623, 6.400], [1.470, -2.456, 6.358], [1.075, -1.822, 7.378], [1.418, -2.007, 5.110], [1.168, -0.623, 4.899], [1.813, -6.160, 7.207], [2.861, -6.261, 8.517], [3.529, -5.957, 6.934], [3.507, -3.789, 7.926], [1.817, -3.992, 8.448], [1.968, -0.071, 5.391], [0.248, -0.264, 5.360], [1.314, -0.374, 3.848], [-4.282, 0.376, 0.583], [-3.767, -0.864, 1.382], [-4.869, -1.363, 2.070], [-5.808, -2.126, 1.473], [-5.905, -2.312, 0.244], [-6.555, -2.674, 2.409], [-7.376, -3.822, 1.983], [-4.979, 0.103, -0.209], [-3.439, 0.914, 0.151], [-4.907, 0.994, 1.229], [-2.927, -0.575, 2.013], [-3.326, -1.607, 0.718], [-7.562, -4.464, 2.843], [-6.935, -4.361, 1.144], [-8.343, -3.496, 1.599]],
  "lowdin_spin": [0.01, 0.00, 0.00, 0.01, 0.00, 0.00, 0.00, 0.00, 0.00, 0.00, 0.00, 0.01, 0.01, 0.00, 0.00, 0.00, 0.00, 0.00, 0.00, 0.01, 0.03, 0.01, 0.01, 0.00, 0.00, 0.00, 0.00, 0.00, 0.02, 0.00, 0.01, 0.00, 0.02, 0.02, 0.02, 0.01, 0.01, 0.03, 0.03, 0.02, 0.02, 0.00, 0.00, 0.01, 0.00, 0.01, 0.08, 0.01, 0.04, 0.03, 0.02, 0.04, 0.03, 0.01, 0.01, 0.01, 0.00, 0.01, 0.00, 0.00, 0.00, 0.00, 0.00, 0.00, 0.00, 0.00, 0.00, 0.00, 0.00, 0.00, 0.00, 0.00, 0.01, 0.00, 0.00, 0.01, 0.00, 0.00, 0.00, 0.00, 0.00, 0.00, 0.00, 0.00, 0.00, 0.00, 0.00, 0.00, 0.01, 0.00, 0.00, 0.00, 0.00, 0.00, 0.00, 0.00, 0.01, 0.05, 0.04, 0.00, 0.01, 0.01, 0.00, 0.00, 0.02, 0.00, 0.01, 0.02, 0.01, 0.00, 0.00, 0.00, 0.00, 0.00, 0.00, 0.00, 0.00, 0.00, 0.00, 0.00, 0.00, 0.00, 0.00, 0.00, 0.00, 0.00, 0.00, 0.01, 0.01, 0.00, 0.00, 0.02, 0.00, 0.01, 0.01, 0.00, 0.00, 0.00, 0.00, 0.00, 0.00, 0.00]
}

=====

Entry 2:
{
  "formula": "C4H8N2",
  "method": "the ωB97M-V functional and the def2-TZVPD basis",
  "homo_energy_ev": -9.3,
  "e_above_lowest_kj_mol": 74.7,
  "spin_multiplicity": 1,
  "smiles": "CN(C)CC#N",
  "species": ["C", "N", "C", "C", "C", "N", "H", "H", "H", "H", "H", "H", "H", "H"],
  "xyz": [[1.386, 0.313, 0.217], [0.202, 0.103, -0.599], [-0.699, 1.242, -0.546], [-0.409, -1.183, -0.349], [-0.766, -1.428, 1.075], [-1.020, -1.567, 2.195], [1.806, 1.296, -0.012], [2.142, -0.445, -0.017], [1.178, 0.274, 1.302], [-1.060, 1.485, 0.469], [-1.563, 1.071, -1.196], [-0.162, 2.116, -0.932], [0.286, -1.970, -0.666], [-1.322, -1.307, -0.943]],
  "mulliken_charge": [-0.96, -0.04, -0.91, -0.61, 0.39, -0.42, 0.31, 0.28, 0.37, 0.35, 0.30, 0.32, 0.32, 0.31]
}

=====

Entry 3:
{
  "formula": "C6H13N",
  "method": "the ωB97M-V functional and the def2-TZVPD basis",
  "homo_energy_ev": -7.6,
  "e_above_lowest_kj_mol": 234.6,
  "spin_multiplicity": 1,
  "smiles": "CCC(=CN)CC",
  "species": ["C", "C", "C", "C", "N", "C", "C", "H", "H", "H", "H", "H", "H", "H", "H", "H", "H", "H", "H", "H"],
  "xyz": [[-0.782, -0.033, 1.901], [-1.099, 0.022, 0.359], [0.059, 0.189, -0.568], [0.274, 1.414, -1.190], [-0.678, 2.440, -1.223], [1.294, -0.695, -0.478], [0.926, -2.190, -0.204], [0.212, 0.406, 2.072], [-1.572, 0.361, 2.486], [-0.614, -1.056, 2.229], [-1.662, -0.698, -0.263], [-1.633, 0.927, 0.182], [1.161, 1.639, -1.640], [-0.789, 3.246, -1.946], [-1.155, 2.777, -0.389], [1.875, -0.665, -1.377], [2.138, -0.249, 0.110], [-0.086, -2.306, -0.606], [0.786, -2.338, 0.946], [1.346, -3.191, -0.400]],
  "mulliken_charge": [-1.23, -0.56, 0.09, -0.45, -0.53, -0.50, -1.03, 0.32, 0.42, 0.26, 0.39, 0.38, 0.48, 0.22, 0.17, 0.44, 0.36, 0.26, 0.16, 0.37]
}

=====

Entry 4:
{
  "formula": "C30H47Cl2CrN4O7SSi",
  "method": "the ωB97M-V functional and the def2-TZVPD basis",
  "homo_energy_ev": [-3.5, -5.0],
  "e_above_lowest_kj_mol": 0.0,
  "s_squared": 6.01,
  "charge": -1,
  "spin_multiplicity": 5,
  "species": ["C", "C", "H", "H", "H", "C", "C", "H", "H", "H", "H", "Cr", "Cl", "C", "O", "N", "C", "C", "H", "H", "H", "H", "H", "H", "H", "H", "H", "C", "C", "N", "H", "C", "O", "H", "H", "H", "H", "H", "H", "C", "C", "N", "H", "C", "O", "H", "H", "H", "H", "O", "C", "C", "C", "H", "C", "H", "C", "H", "C", "C", "H", "H", "H", "Si", "Cl", "C", "C", "C", "H", "H", "H", "H", "H", "H", "H", "H", "H", "O", "C", "N", "S", "O", "O", "C", "C", "C", "C", "C", "C", "H", "H", "H", "H"],
  "xyz": [[-1.727, -6.325, -4.204], [-0.433, -6.840, -4.742], [-2.446, -6.218, -5.021], [-1.587, -5.365, -3.698], [-2.158, -7.028, -3.477], [-0.359, -7.605, -5.846], [-1.492, -7.981, -6.731], [0.583, -8.055, -6.154], [-2.129, -7.128, -6.987], [-2.130, -8.775, -6.327], [-1.087, -8.374, -7.670], [0.230, -1.480, -0.363], [0.423, -3.611, 0.247], [2.932, -1.787, 0.278], [2.229, -0.939, -0.343], [4.231, -2.017, 0.076], [4.963, -1.211, -0.879], [4.810, -3.265, 0.563], [2.484, -2.456, 1.019], [4.674, -0.162, -0.776], [4.791, -1.526, -1.916], [6.024, -1.322, -0.663], [4.368, -3.492, 1.535], [5.888, -3.133, 0.652], [4.589, -4.099, -0.115], [2.312, 2.802, 1.059], [0.349, 3.155, 3.013], [1.516, 3.259, 0.447], [-0.268, 3.467, 2.157], [0.197, 2.849, 0.923], [1.631, 2.954, -0.600], [-0.385, 1.726, 0.444], [0.115, 0.955, -0.394], [-1.308, 3.177, 2.347], [-1.396, 1.547, 0.864], [1.581, 4.351, 0.537], [-0.190, 4.557, 2.057], [-3.430, 0.791, -3.340], [-1.787, -1.652, -4.105], [-2.720, 1.168, -4.093], [-1.421, -0.841, -4.760], [-1.481, 0.421, -4.052], [-2.488, 2.218, -3.870], [-0.516, 0.802, -3.177], [0.482, 0.144, -2.884], [-0.387, -1.069, -5.047], [-0.736, 1.798, -2.717], [-3.139, 1.071, -5.100], [-2.084, -0.735, -5.625], [0.796, -5.030, -3.744], [0.814, -6.449, -3.948], [2.555, -6.596, -5.817], [2.105, -6.989, -4.553], [2.015, -5.813, -6.348], [3.678, -7.209, -6.379], [0.682, -6.882, -2.940], [2.762, -8.022, -3.877], [4.053, -6.835, -7.328], [4.291, -8.277, -5.735], [3.839, -8.679, -4.476], [2.422, -8.304, -2.875], [5.121, -8.797, -6.214], [4.319, -9.507, -3.952], [2.053, -3.875, -3.792], [-1.563, -2.187, -1.898], [2.552, -3.306, -5.485], [3.475, -4.548, -2.785], [1.330, -2.415, -2.969], [3.200, -4.043, -5.971], [3.112, -2.357, -5.427], [1.681, -3.129, -6.132], [0.243, -2.415, -3.208], [1.763, -1.432, -3.199], [1.439, -2.630, -1.879], [3.902, -5.445, -3.254], [3.120, -4.826, -1.783], [4.289, -3.814, -2.672], [-2.159, -1.191, 1.615], [-1.138, -0.812, 2.209], [0.124, -0.854, 1.641], [1.367, -0.416, 2.659], [2.092, -1.577, 3.119], [2.138, 0.714, 2.193], [0.227, 0.200, 3.869], [0.516, 1.031, 4.950], [-0.538, 1.519, 5.735], [-1.856, 1.146, 5.427], [-2.125, 0.312, 4.341], [-1.069, -0.162, 3.547], [1.556, 1.278, 5.160], [-0.343, 2.171, 6.588], [-2.667, 1.502, 6.064], [-3.149, 0.028, 4.091]],
  "lowdin_spin": [0.00, 0.00, 0.00, 0.00, 0.00, 0.00, 0.00, 0.00, 0.00, 0.00, 0.00, 3.74, 0.03, 0.02, 0.04, 0.01, 0.00, 0.00, 0.00, 0.00, 0.00, 0.00, 0.00, 0.00, 0.00, 0.00, 0.00, 0.00, 0.00, 0.00, 0.00, 0.00, 0.01, 0.00, 0.00, 0.00, 0.00, 0.00, 0.00, 0.00, 0.00, 0.00, 0.00, 0.00, 0.01, 0.00, 0.00, 0.00, 0.00, 0.00, 0.00, 0.00, 0.00, 0.00, 0.00, 0.00, 0.00, 0.00, 0.00, 0.00, 0.00, 0.00, 0.00, 0.00, 0.02, 0.00, 0.00, 0.02, 0.00, 0.00, 0.00, 0.00, 0.00, 0.01, 0.00, 0.00, 0.00, 0.02, 0.01, 0.03, 0.01, 0.00, 0.00, 0.00, 0.00, 0.00, 0.00, 0.00, 0.00, 0.00, 0.00, 0.00, 0.00]
}

=====

Entry 5:
{
  "formula": "C3H5BrN4",
  "method": "the ωB97M-V functional and the def2-TZVPD basis",
  "homo_energy_ev": [-8.7, -10.4],
  "e_above_lowest_kj_mol": 565.5,
  "spin_multiplicity": 1,
  "species": ["C", "C", "C", "N", "N", "N", "N", "Br", "H", "H", "H", "H", "H"],
  "xyz": [[-0.968, 1.641, 0.437], [1.008, -1.364, -0.608], [0.823, -0.132, 0.111], [-2.262, 1.658, 0.286], [-2.558, 0.498, -0.235], [-1.601, -0.262, -0.361], [-0.498, 0.383, 0.075], [2.193, 1.100, 0.122], [-0.476, 2.483, 0.780], [1.141, -1.219, -1.706], [1.917, -1.811, -0.309], [0.046, -1.825, -0.647], [1.236, -1.149, 2.055]],
  "mulliken_charge": [-0.12, -1.14, 0.11, -0.31, -0.40, -0.21, 0.52, -0.08, 0.38, 0.35, 0.39, 0.43, 0.09]
}